Entry 1:
# C4H14Cl2Si3

A 2-piece molecular cluster, C4H14Cl2Si3 overall at a distorted geometry (ωB97M-V/def2-TZVPD, the Open Molecules 2025 dataset).

Last column: Löwdin charge in e.
Element x y z (Å)
C: 0.4608 -2.3018 0.0378  -0.2688
C: -3.0839 1.2426 0.2558  -0.2576
C: 3.2300 -1.1254 -0.4834  -0.1347
C: -0.1113 2.0858 -0.0458  -0.5215
Si: 2.0806 -2.4860 -0.9399  0.5149
Si: -1.8694 2.6801 0.4688  0.5676
Si: 0.1955 1.9431 -1.9081  -0.2169
Cl: -0.1797 3.6916 -2.8795  0.2349
Cl: -0.8998 0.4642 -2.7662  0.2530
H: -0.0902 -1.4168 -0.2663  -0.0175
H: -0.1866 -3.1590 -0.1225  0.0154
H: 0.6458 -2.2299 1.1053  0.0194
H: -3.1071 0.8802 -0.7673  -0.0046
H: -2.8133 0.4047 0.8929  0.0232
H: -4.0927 1.5401 0.5219  0.0153
H: 4.1550 -0.9639 -1.0089  -0.0205
H: 3.0512 -0.4506 0.3366  -0.0152
H: 0.0736 1.1154 0.4155  0.0047
H: 0.6239 2.7704 0.3772  0.0142
H: 1.7662 -2.4768 -2.3815  -0.0516
H: 2.6476 -3.8170 -0.6265  -0.0550
H: -2.2476 3.8341 -0.3513  -0.0498
H: -1.7866 3.0750 1.8811  -0.0489

## Properties
energy = -1949.6587 hartree
energy relative to the best compared isomer or geometry (same formula, charge and spin) = 24.75 kcal/mol
multiplicity = 1
LUMO energy (spin up / spin down) = -0.99 / -0.59 eV

Entry 2:
# C4H14F2N2Si2

A 2-piece molecular cluster, C4H14F2N2Si2 overall at a distorted geometry (ωB97M-V/def2-TZVPD, the Open Molecules 2025 dataset).

Last column: Löwdin charge in e.
Element x y z (Å)
C: 3.4144 -0.3535 1.9824  -0.2378
C: 0.7315 1.2161 2.6468  -0.1964
C: -2.6494 -0.9417 -3.0953  -0.1363
C: -1.0685 1.3082 -1.3992  -0.1313
N: 0.4261 -1.6645 -0.7749  -0.0229
N: -0.7969 -1.3066 -0.4530  -0.2485
F: 2.5971 1.9443 0.7835  -0.2010
F: -3.2839 -0.2079 -0.4378  -0.1889
Si: 1.9662 0.5955 1.3587  0.5605
Si: -1.9149 -0.3589 -1.4234  0.5066
H: 4.2185 -0.4920 1.2485  0.0310
H: 3.7617 0.0640 2.9146  0.0175
H: 3.1090 -1.3630 2.3779  0.0372
H: 1.0162 1.9657 3.3676  0.0353
H: -0.1175 1.5115 2.1079  -0.0151
H: 0.2977 0.3600 3.0640  -0.0056
H: -3.5279 -1.4365 -3.0388  -0.0277
H: -2.8940 -0.0020 -3.5648  0.0232
H: -1.9872 -1.6288 -3.6959  0.0574
H: -0.2428 1.3030 -2.0771  0.0367
H: -1.7692 2.0524 -1.6504  0.0213
H: -0.6765 1.4804 -0.4819  -0.0329
H: 0.7448 -2.2984 -0.0318  0.0281
H: -1.3547 -1.7471 0.2725  0.0897

## Properties
energy = -1049.0599 hartree
multiplicity = 1
LUMO energy (spin up / spin down) = -0.24 / 0.71 eV

Entry 3:
# C4H14KN4O3

C4H14KN4O3 as an isolated structure at a distorted geometry (ωB97M-V/def2-TZVPD, the Open Molecules 2025 dataset).

Last column: Löwdin charge in e.
Element x y z (Å)
K: 0.3220 -2.2140 1.0414  0.9429
C: -1.6368 0.2861 -2.1068  -0.0894
C: -0.1724 0.0727 -1.9173  -0.2710
O: 0.0905 0.0149 -0.4837  -0.1875
H: -1.9962 1.2373 -1.7142  0.0775
H: -2.1359 -0.5702 -1.6530  0.0834
H: -1.9778 0.2084 -3.1392  0.0886
H: 0.3045 0.9781 -2.2927  0.1163
H: 0.1671 -0.7903 -2.4900  0.1268
H: -0.0787 0.9093 -0.1787  0.0691
C: -2.7952 0.1772 1.6649  -0.8263
O: -1.9364 -0.6371 1.8605  -0.0088
N: -2.5685 1.3235 1.2516  0.1932
N: -4.0784 0.0276 1.9381  0.1868
H: -3.3200 1.9818 1.1030  0.1348
H: -1.6581 1.5718 0.8916  0.1181
H: -4.3827 -0.9295 2.0459  0.1302
H: -4.6139 0.8076 1.5848  0.1131
C: 3.6891 -0.8323 0.6756  -0.7702
O: 2.8975 -1.5739 1.1806  -0.0406
N: 3.4280 0.2134 -0.0258  0.1803
N: 5.0012 -1.0572 0.6243  0.1706
H: 4.1561 0.7544 -0.4699  0.1229
H: 2.4886 0.4625 -0.3008  0.1003
H: 5.2827 -1.9931 0.8793  0.1270
H: 5.5235 -0.4289 0.0306  0.1116

## Properties
energy = -1205.3697 hartree
energy relative to the best compared isomer or geometry (same formula, charge and spin) = 36.61 kcal/mol
multiplicity = 1
LUMO energy = -2.72 eV
charge = +1

Entry 4:
# C4H14KNbO2

C4H14KNbO2 as an isolated structure at a distorted geometry (ωB97M-V/def2-TZVPD, the Open Molecules 2025 dataset).

Last column: Löwdin charge in e.
Element x y z (Å)
C: -0.9090 -3.0375 -0.1243  -0.0533
C: 0.1674 -2.2438 0.5733  -0.2671
O: 0.1529 -0.9365 0.0043  -0.5050
C: 0.9307 -0.0229 0.8577  -0.1927
C: 0.0553 1.0765 1.4353  -0.3293
O: 0.2569 2.3590 0.8901  -0.4777
Nb: -0.1536 2.6616 -1.0865  1.0248
H: -0.5526 -3.3635 -1.0883  0.0713
H: -1.1921 -3.8968 0.4503  0.0814
H: -1.7496 -2.3874 -0.2688  0.0865
H: -0.0632 -2.2021 1.6213  0.1230
H: 1.1207 -2.7255 0.4134  0.1261
H: 1.7431 0.4276 0.3003  0.0969
H: 1.3561 -0.6091 1.6492  0.1134
H: -0.9724 0.7649 1.3787  0.1046
H: 0.2968 1.1336 2.4877  0.1108
H: 1.2970 3.7786 -1.2715  -0.1415
H: 1.0080 1.3358 -1.5707  -0.2439
H: -1.5286 1.4028 -1.1065  -0.1286
H: -1.2906 4.0450 -0.7480  -0.1638
H: -0.4101 2.9235 -2.8608  -0.1815
K: 0.4370 -0.4839 -1.9362  0.7455

## Properties
energy = -967.8733 hartree
multiplicity = 1
LUMO energy = -0.56 eV

Entry 5:
# C4H14MnN4O10

C4H14MnN4O10 as an isolated structure at a distorted geometry (ωB97M-V/def2-TZVPD, the Open Molecules 2025 dataset).

Last column: Löwdin charge in e.
Element x y z (Å)
Mn: 0.2467 0.2885 1.2819  0.9002
O: -2.6052 -1.8552 0.2765  0.0342
C: -2.6741 -0.9711 1.3340  -0.7869
O: -1.5572 -0.6508 1.8366  -0.0934
O: -3.7712 -0.5450 1.6542  0.0353
H: -3.4854 -1.8921 -0.1129  0.1030
O: 3.5738 0.0676 -0.3649  0.0223
C: 2.9627 1.3049 -0.1330  -0.7595
O: 3.4643 2.2619 -0.7151  0.0184
O: 1.9694 1.3092 0.6390  -0.0877
H: 4.3341 0.3831 -0.8709  0.1008
O: 1.2807 -0.4971 3.1816  -0.0315
H: 1.9739 0.0611 3.5500  0.0782
H: 1.4140 -1.3708 3.5611  0.0832
O: -0.1441 1.9717 2.6043  -0.0393
H: -0.2366 1.5152 3.4505  0.0689
H: 0.0054 2.8947 2.8263  0.0886
C: -1.4551 1.7473 -1.2583  -0.6088
O: -0.7642 1.4710 -0.2900  0.0048
N: -1.4619 3.0062 -1.7765  0.1769
N: -2.2258 0.8125 -1.8825  0.1885
H: -0.9253 3.6806 -1.2636  0.1157
H: -2.0547 3.2442 -2.5474  0.0985
H: -2.5032 -0.0168 -1.3878  0.0904
H: -2.6896 1.0747 -2.7326  0.0978
C: 0.8519 -2.0899 -1.0010  -0.6134
O: 0.6567 -1.2561 -0.1242  -0.0164
N: 2.0112 -2.1232 -1.7011  0.1841
N: -0.1014 -3.0144 -1.2958  0.1806
H: 2.6976 -1.4328 -1.4165  0.0829
H: 2.0986 -2.6667 -2.5383  0.1014
H: 0.0959 -3.7245 -1.9760  0.0979
H: -0.9820 -2.9876 -0.8077  0.0841

## Properties
energy = -2283.4961 hartree
multiplicity = 6
LUMO energy (spin up / spin down) = 0.10 / 0.08 eV

Entry 6:
# C4H14N

A 2-piece molecular cluster, C4H14N overall (ωB97M-V/def2-TZVPD, the Open Molecules 2025 dataset).

Last column: Löwdin charge in e.
Element x y z (Å)
N: 0.7458 1.2519 -2.1648  0.3222
H: -0.2252 1.4551 -1.9093  0.1157
H: 1.1388 0.7154 -1.3756  0.1013
H: 0.7474 0.6794 -3.0094  0.1643
H: 1.2941 2.1047 -2.3077  0.1664
C: 1.2646 -1.3515 1.5116  -0.0929
C: -1.7465 0.5180 -0.1218  -0.1187
C: -0.9851 -0.3814 0.8287  -0.2624
C: 0.5123 -0.4084 0.5857  -0.3163
H: 1.1119 -1.0616 2.5458  0.0835
H: 2.3430 -1.3524 1.2992  0.0836
H: 0.9145 -2.3667 1.3804  0.0797
H: -2.8160 0.4652 0.0422  0.0844
H: -1.6000 0.2009 -1.1646  0.0643
H: -1.4494 1.5597 -0.0074  0.0764
H: -1.3704 -1.3962 0.7619  0.1213
H: -1.1626 -0.0514 1.8496  0.1226
H: 0.6969 -0.7278 -0.4574  0.0914
H: 0.9328 0.6048 0.7156  0.1132

## Properties
energy = -215.2972 hartree
energy relative to the best compared isomer or geometry (same formula, charge and spin) = 7.31 kcal/mol
multiplicity = 1
LUMO energy = -3.99 eV
charge = +1

Entry 7:
# C4H14N2

A 2-piece molecular cluster, C4H14N2 overall at a distorted geometry (ωB97M-V/def2-TZVPD, the Open Molecules 2025 dataset).

Last column: Löwdin charge in e.
Element x y z (Å)
C: -1.7950 -1.5571 0.2216  -0.1303
N: -1.0779 -0.3108 0.4595  -0.2187
C: -1.7791 0.9481 0.1579  -0.1227
H: -2.2943 -1.6146 -0.7447  0.0782
H: -2.5547 -1.6439 1.0136  0.0716
H: -1.1370 -2.4043 0.4004  0.0705
H: -0.7490 -0.3398 1.4177  0.0984
H: -2.7358 1.0496 0.7025  0.0753
H: -1.1488 1.8156 0.3222  0.0547
H: -2.0391 0.8636 -0.9045  0.0815
C: 1.9660 -0.8425 -0.1159  -0.1699
N: 1.3389 0.2610 -0.7972  -0.1967
C: 1.4931 1.5471 -0.1361  -0.1609
H: 1.4452 -1.1908 0.7860  0.0570
H: 2.9938 -0.5854 0.1566  0.0745
H: 2.0196 -1.7052 -0.7875  0.0744
H: 0.3986 -0.0019 -1.0301  0.0590
H: 1.0046 2.4039 -0.5886  0.0707
H: 1.1345 1.4061 0.9013  0.0642
H: 2.5442 1.7796 0.0321  0.0692

## Properties
energy = -270.2530 hartree
energy relative to the best compared isomer or geometry (same formula, charge and spin) = 26.70 kcal/mol
SMILES = CNC.CNC
multiplicity = 1
LUMO energy = 1.02 eV

Entry 8:
# C4H14N2

A 2-piece molecular cluster, C4H14N2 overall at a distorted geometry (ωB97M-V/def2-TZVPD, the Open Molecules 2025 dataset).

Last column: Löwdin charge in e.
Element x y z (Å)
C: 1.7436 0.1610 2.1430  -0.0986
C: 0.5246 -0.7065 2.5929  -0.3328
N: 0.9067 -2.1412 2.6383  -0.0535
H: 1.9636 -0.1337 1.1490  0.0465
H: 2.5405 0.0503 2.8538  0.0476
H: 1.4338 1.2805 2.1827  0.0981
H: -0.1669 -0.6987 1.6687  0.1120
H: -0.1219 -0.5633 3.4009  0.0687
H: 0.0774 -2.7533 2.5960  0.0640
H: 1.2381 -2.3090 3.5784  0.0472
C: -0.2392 1.1123 -3.4374  -0.1159
N: -0.6478 0.9029 -2.0046  -0.1933
C: -2.0711 0.7584 -1.8295  -0.1789
H: -0.9057 1.8458 -3.7996  0.0398
H: -0.6611 0.2195 -3.9746  0.0852
H: 0.7623 1.4056 -3.7060  0.0679
H: -0.3277 -0.0001 -1.8223  0.0512
H: -2.4805 -0.2054 -2.2658  0.0913
H: -2.3710 0.8869 -0.8029  0.0559
H: -2.5409 1.6918 -2.3076  0.0976

## Properties
energy = -270.2343 hartree
energy relative to the best compared isomer or geometry (same formula, charge and spin) = 38.46 kcal/mol
SMILES = CCN.CNC
multiplicity = 1
LUMO energy = 0.98 eV

Entry 9:
# C4H14N2

An isolated ion of composition C4H14N2 and charge +1 at a distorted geometry (ωB97M-V/def2-TZVPD, the Open Molecules 2025 dataset).

Last column: Löwdin charge in e.
Element x y z (Å)
C: 0.1259 0.1846 -1.9398  -0.0648
C: -0.8267 0.5678 -0.7984  -0.3562
C: -0.1482 -0.1813 0.2794  -0.3246
C: 1.1680 0.2602 1.0209  -0.2045
N: 1.7943 -0.6226 2.1344  0.1054
N: -2.3386 0.1592 -0.8279  0.1519
H: 1.1023 -0.1277 -1.5869  0.0727
H: -0.4150 -0.5817 -2.4926  0.0893
H: 0.2335 0.9489 -2.7293  0.0959
H: -0.8669 1.7443 -0.8173  0.1819
H: 0.1301 -1.2060 -0.0212  0.0993
H: -0.8397 -0.5626 1.0611  0.0703
H: 2.0857 0.3620 0.2958  0.1413
H: 0.9402 1.3095 1.5164  0.1442
H: 1.3365 -0.7008 3.0781  0.1312
H: 1.8580 -1.5718 1.7741  0.1099
H: 2.7252 -0.1951 2.2192  0.1297
H: -2.5170 -0.8261 -0.4169  0.1588
H: -2.7775 0.2241 -1.7134  0.1140
H: -2.7703 0.8149 -0.0357  0.1543

## Properties
energy = -269.8635 hartree
energy relative to the best compared isomer or geometry (same formula, charge and spin) = 72.19 kcal/mol
multiplicity = 2
LUMO energy (spin up / spin down) = -3.62 / -3.00 eV
charge = +1

Entry 10:
# C4H14N2O

A 2-piece molecular cluster, C4H14N2O overall at a distorted geometry (ωB97M-V/def2-TZVPD, the Open Molecules 2025 dataset).

Last column: Löwdin charge in e.
Element x y z (Å)
C: 1.8634 1.3298 -0.0597  -0.0615
C: 1.3275 0.0196 0.4376  -0.4771
C: 0.9911 0.0202 1.9196  -0.0745
N: 0.1343 -0.4014 -0.2916  -0.0587
C: -0.4014 -0.0499 -1.5967  -0.2941
N: -1.8626 -0.0138 -1.4641  -0.0064
H: 2.8856 1.3634 0.3283  0.0828
H: 1.3376 2.1620 0.4001  0.0842
H: 1.9436 1.4307 -1.1370  0.0696
H: 1.9508 -0.8705 0.3001  0.1305
H: 1.9098 0.2244 2.4553  0.0735
H: 0.5908 -0.9412 2.2559  0.0743
H: 0.2069 0.7564 2.1196  0.0813
H: -0.1362 -1.3433 -0.0712  0.1029
H: -0.0612 -0.8811 -2.2020  0.1096
H: -0.0263 0.9105 -1.9487  0.1036
H: -2.2798 0.1978 -2.3660  0.0746
H: -2.0288 0.8020 -0.8792  0.0809
H: -2.9088 -1.2008 -0.0779  -0.0167
H: -2.3257 -1.7145 1.2165  0.0114
O: -3.1106 -1.8002 0.6613  -0.0901

## Properties
energy = -345.5225 hartree
energy relative to the best compared isomer or geometry (same formula, charge and spin) = 33.71 kcal/mol
SMILES = CC(C)NCN.O
multiplicity = 1
LUMO energy = 0.92 eV

Entry 11:
# C4H14N2O

A 2-piece molecular cluster, C4H14N2O overall at a distorted geometry (ωB97M-V/def2-TZVPD, the Open Molecules 2025 dataset).

Last column: Löwdin charge in e.
Element x y z (Å)
N: 1.0710 -0.2486 0.7888  0.0353
C: -1.5877 1.2331 0.9128  -0.1157
C: -0.6335 1.3181 -0.2581  -0.2399
C: 0.2327 0.0861 -0.3950  -0.4171
C: 1.0955 0.0772 -1.6506  -0.2855
N: 1.8999 -1.0980 -1.8490  0.0011
H: 1.8305 -0.8127 0.4193  0.0450
H: 1.4540 0.4546 1.4040  0.0619
H: -2.1037 0.2323 0.9263  0.0743
H: -1.0353 1.2896 1.8412  0.0641
H: -2.3917 1.9585 0.9292  0.0655
H: -0.1358 2.2837 -0.2366  0.1104
H: -1.2366 1.3293 -1.1855  0.1149
H: -0.4577 -0.7661 -0.4340  0.1293
H: 0.4886 0.4019 -2.5139  0.1033
H: 1.7565 0.9875 -1.6378  0.1298
H: 1.3842 -1.9423 -2.0245  0.0749
H: 2.7675 -0.9765 -2.3339  0.0660
H: -2.0587 -1.3966 2.3449  0.0051
H: -0.8414 -2.2768 2.8194  0.0358
O: -1.4984 -2.1342 2.1330  -0.0586

## Properties
energy = -345.5286 hartree
energy relative to the best compared isomer or geometry (same formula, charge and spin) = 29.84 kcal/mol
SMILES = CC[C@H](N)CN.O
multiplicity = 1
LUMO energy = 1.08 eV

Entry 12:
# C4H14N2O

An isolated ion of composition C4H14N2O and charge +2 at a distorted geometry (ωB97M-V/def2-TZVPD, the Open Molecules 2025 dataset).

Last column: Löwdin charge in e.
Element x y z (Å)
C: -1.4990 -0.9992 -0.6844  -0.1958
O: -0.5540 -1.9273 -1.1520  -0.0280
C: -0.8627 -0.3877 0.5513  -0.2081
C: 0.4544 0.4074 0.4811  -0.1364
C: 0.4806 1.6083 -0.4920  -0.0679
N: 1.9487 2.0305 -0.7493  0.2280
N: -0.5759 -1.6336 1.5352  0.2501
H: -1.7032 -0.1308 -1.3526  0.1433
H: -2.4688 -1.4646 -0.5127  0.1492
H: -0.9342 -2.5076 -1.8122  0.1287
H: -1.5777 0.1287 1.1958  0.1613
H: 0.9985 -0.4339 0.0197  0.1330
H: 0.8167 0.7223 1.4638  0.1411
H: 0.0729 2.4239 0.0999  0.1441
H: -0.0436 1.2965 -1.3821  0.1303
H: 2.5546 1.3717 -0.2541  0.1695
H: 2.2137 2.9092 -0.2902  0.1837
H: 2.0989 2.1655 -1.7496  0.1839
H: 0.2408 -1.3139 2.0479  0.1528
H: -1.3331 -1.8900 2.1665  0.1817
H: -0.3275 -2.3754 0.8701  0.1552

## Properties
energy = -344.9132 hartree
energy relative to the best compared isomer or geometry (same formula, charge and spin) = 23.05 kcal/mol
SMILES = [NH3+]CC[C@H]([NH3+])CO
multiplicity = 1
LUMO energy = -6.75 eV
charge = +2